279
Properties=species:S:1:pos:R:3:forces:R:3 method="wB97M-V/def2-TZVPD" gap_ev=9.1 mol_weight_g_mol=1663.1
N 0.193263 -4.045082 -2.839406 -0.853 -1.746 0.232
H -0.031090 -4.002992 -1.787830 -0.276 -0.207 -0.697
H 1.122154 -4.497626 -2.875770 -0.071 0.033 -0.317
H 0.260087 -3.106982 -3.222891 0.033 0.370 -0.590
H -0.499630 -4.666796 -3.374462 1.207 1.541 0.913
N -3.038566 0.152108 -4.190107 -0.659 0.904 -0.910
H -2.342756 0.863988 -3.933630 0.710 0.075 -0.518
H -3.917951 0.592375 -4.477715 -0.425 0.424 -0.153
H -3.245691 -0.362302 -3.343814 0.269 -1.159 1.150
H -2.790807 -0.459483 -4.959535 0.583 -0.336 0.051
P -3.202893 -3.428881 -4.974419 1.484 0.491 -0.372
F -4.247065 -4.122087 -5.953669 0.017 0.254 -0.387
F -2.704214 -2.294902 -6.072117 -0.990 0.086 0.273
F -4.362940 -2.483957 -4.427099 0.028 0.826 0.277
F -2.060716 -2.660945 -3.914132 -0.958 -0.762 -0.726
F -3.492472 -4.489016 -3.833305 0.032 -0.359 0.708
F -2.031516 -4.346458 -5.567245 0.551 -0.459 0.377
P 0.048177 0.604417 -0.320491 -2.576 -3.161 -0.668
F -0.300908 -0.292725 -1.683716 0.557 0.903 -0.082
F 0.823601 1.671715 -1.145984 1.008 0.605 -0.635
F -1.344075 1.433032 -0.486577 -0.285 0.377 -1.065
F 0.228073 1.325958 1.019152 1.463 1.256 2.099
F -0.862227 -0.517997 0.445795 -0.050 -0.868 0.612
F 1.359688 -0.353911 -0.092940 -0.060 0.699 -0.145
C 0.775881 -0.165760 -6.335354 1.055 1.029 0.367
C 0.798739 -1.537056 -5.646733 -0.559 1.172 -0.121
C 1.770095 -2.458839 -6.360936 -0.243 -0.459 -0.966
O 1.379995 -3.844765 -6.367002 0.623 0.413 -0.298
C 0.587376 -4.196900 -7.505127 0.111 1.160 -0.746
N 1.168545 -1.468608 -4.231301 0.108 0.132 0.531
H 0.056827 0.558544 -5.944654 0.000 -0.371 0.572
H 0.521953 -0.191536 -7.381695 0.066 -0.502 -0.606
H 1.762455 0.354584 -6.242582 -0.600 -0.440 -0.120
H -0.230665 -1.865921 -5.720786 -0.127 -0.775 0.046
H 2.770546 -2.375232 -5.899832 -0.328 -0.189 -0.076
H 1.858598 -2.099827 -7.420358 0.074 -0.383 0.760
H -0.481669 -4.102417 -7.212995 0.621 -0.286 -0.625
H 0.866229 -5.188260 -7.908636 -0.278 0.209 0.723
H 0.851630 -3.491553 -8.365787 -0.635 -0.717 1.000
H 2.135706 -1.151441 -4.198876 -0.077 -0.007 0.173
H 0.639865 -0.788650 -3.671558 -0.016 -0.254 -0.516
C -2.779978 6.682866 -4.453734 2.179 1.185 0.552
C -3.954478 6.906080 -3.471310 0.697 0.789 -0.085
C -3.612910 6.356619 -2.066469 1.284 2.273 -1.219
O -3.039617 5.089557 -2.227634 -0.505 -0.329 0.827
C -3.505641 4.170605 -1.218458 1.585 0.468 -0.464
N -4.166157 8.381317 -3.429170 0.087 -0.474 -0.716
H -1.830598 6.761551 -3.813554 -1.067 -0.337 -0.935
H -2.598012 7.522311 -5.210229 -0.841 -1.032 0.937
H -2.748811 5.728673 -4.995475 -0.264 0.205 0.363
H -4.788223 6.387811 -3.864853 -1.295 -0.643 -0.372
H -4.484439 6.380846 -1.387059 0.421 -0.075 -0.181
H -2.827124 7.147069 -1.782389 -0.905 -1.198 0.533
H -3.034686 4.357321 -0.237227 -0.442 0.194 -0.293
H -3.114491 3.215445 -1.562301 -0.588 -0.381 0.079
H -4.577723 4.292104 -1.187783 -0.471 -0.627 0.318
H -4.361684 8.616954 -4.404410 0.105 0.334 0.412
H -4.964698 8.719518 -2.902603 -0.047 -0.485 0.187
C -4.672442 -2.220216 -0.046833 1.672 -1.573 1.134
C -4.455049 -1.161541 -1.105933 0.711 1.127 1.198
C -4.704455 0.293878 -0.612046 -0.730 0.300 -0.159
O -6.077162 0.381627 -0.238117 -0.910 -0.461 -0.616
C -6.450441 1.467376 0.562082 0.652 -0.127 2.586
N -3.147189 -1.200840 -1.744878 -0.070 -0.612 0.388
H -4.643234 -3.271033 -0.489911 -0.042 1.338 0.261
H -5.613115 -2.160337 0.507034 0.148 0.315 -0.122
H -3.780818 -2.208288 0.697976 -1.467 0.146 -0.955
H -5.113870 -1.361299 -1.883426 -1.715 -0.154 -1.426
H -4.578930 1.038070 -1.458662 0.491 -0.721 0.807
H -4.085746 0.572190 0.271161 0.064 -0.201 -0.656
H -5.843740 2.362944 0.369409 -0.488 0.104 -0.364
H -6.189663 1.205823 1.634296 0.017 0.261 -0.738
H -7.548669 1.662190 0.679577 0.910 -0.279 -1.128
H -2.446629 -1.003439 -1.055664 0.626 0.554 0.398
H -2.938462 -2.168343 -1.985966 -0.142 0.100 -0.441
C 1.286679 5.916897 0.429694 -1.158 0.683 -1.086
C 1.434631 5.850714 1.915939 -0.318 -2.747 0.433
C 1.089849 7.116956 2.638072 -0.370 0.620 0.366
O 2.024029 8.181185 2.502594 -0.449 -0.327 0.235
C 3.171637 8.000179 3.302725 -0.856 -0.778 0.449
N 0.434721 4.823030 2.396870 0.543 -0.189 -0.286
H 1.269704 4.973298 -0.163206 0.236 0.359 0.889
H 2.060695 6.560363 0.034344 0.162 0.252 -0.369
H 0.289305 6.397853 0.246201 0.785 -0.307 -0.140
H 2.452744 5.496150 2.161872 -0.114 0.336 0.123
H 0.884587 6.820319 3.701507 0.448 0.652 -0.447
H 0.146996 7.505306 2.235058 0.084 -0.076 0.048
H 2.869158 7.700676 4.321156 0.139 0.086 -0.130
H 3.703022 8.923141 3.369899 0.396 0.599 -0.169
H 3.781837 7.207995 2.891229 0.536 -0.170 -0.069
H 0.757401 3.849646 2.205291 -0.389 1.142 0.215
H 0.261610 4.925609 3.393570 0.210 -0.251 -0.090
C 1.623277 -3.425187 8.366375 1.731 -1.587 0.309
C 0.561358 -4.222832 7.632603 -0.025 1.054 1.237
C -0.415679 -3.217011 7.082594 -1.155 -1.398 -1.007
O -1.298061 -2.786597 8.086186 1.305 -0.083 0.373
C -2.275628 -1.914787 7.618739 -0.934 -1.258 -1.031
N 1.087280 -5.092795 6.649850 -0.494 -0.383 -1.547
H 2.224583 -2.930113 7.562595 -0.278 0.016 0.918
H 2.278690 -4.215605 8.860271 -0.381 1.217 -0.405
H 1.270656 -2.746930 9.148566 -0.065 0.029 -0.396
H 0.064548 -4.904499 8.278408 -0.879 -0.120 1.078
H -0.997792 -3.729113 6.296031 -0.050 0.141 -0.048
H 0.127811 -2.412582 6.594078 0.084 0.586 0.031
H -3.094418 -2.564493 7.125377 0.814 1.315 0.581
H -1.875365 -1.191776 6.903744 -0.056 0.033 -0.107
H -2.613979 -1.394850 8.488548 -0.710 0.379 0.354
H 1.643676 -4.589878 6.008727 0.811 0.616 -1.041
H 1.662667 -5.827253 6.994895 0.291 -0.476 0.624
C 0.009885 4.270313 -3.037490 1.405 -0.754 0.488
C -0.643410 3.409619 -4.052655 -0.165 0.574 -0.852
C 0.088930 3.481496 -5.413151 -0.794 0.194 1.743
O 1.269067 2.683091 -5.362519 -0.518 1.082 -0.251
C 2.354723 3.508226 -5.608062 1.690 0.806 -0.226
N -0.796130 2.041596 -3.591519 -1.825 0.004 2.424
H -0.518418 4.242311 -2.105824 -0.419 0.119 0.562
H 0.018414 5.264153 -3.419665 0.399 0.996 0.028
H 1.022463 3.855818 -2.832613 -0.309 0.611 -0.158
H -1.645757 3.850125 -4.189291 0.089 -0.376 -0.244
H 0.216139 4.575227 -5.698830 0.204 -1.442 0.220
H -0.563780 2.989070 -6.074793 -0.840 -0.408 -1.412
H 2.151660 4.244526 -6.438431 0.283 -0.664 0.773
H 3.222014 2.898976 -5.895043 -0.235 0.000 -0.048
H 2.665996 4.050959 -4.687031 -0.253 0.031 -0.498
H -1.225389 2.180043 -2.598617 0.810 -0.635 -2.058
H 0.091926 1.625513 -3.337411 0.305 0.091 -0.342
C -5.684114 3.374564 -5.369893 1.514 0.385 -0.330
C -6.031680 2.570204 -4.150224 -0.051 -0.520 -1.847
C -7.427667 2.877808 -3.726345 -0.307 1.291 0.649
O -8.376907 2.827639 -4.797011 0.063 -0.771 1.061
C -9.724081 2.769117 -4.322126 -0.035 0.461 1.185
N -5.793285 1.166087 -4.545603 -0.044 0.190 0.479
H -6.121868 2.934039 -6.241245 -0.361 -0.246 -0.559
H -4.604509 3.398428 -5.520151 0.173 -0.375 -0.067
H -5.925382 4.415673 -5.377206 -0.692 0.686 0.423
H -5.363913 2.786310 -3.343469 0.363 0.300 0.727
H -7.364102 3.936550 -3.364005 -0.399 -0.633 0.113
H -7.626932 2.214084 -2.874147 -0.746 0.038 -0.152
H -9.878470 2.027684 -3.470301 0.239 0.309 -1.457
H -10.371386 2.649410 -5.192736 0.115 -0.489 0.246
H -10.047459 3.719887 -3.844206 0.440 -0.101 -0.323
H -6.466498 0.934695 -5.267424 0.021 -0.188 -0.074
H -5.998723 0.579042 -3.748391 -0.221 -0.352 0.119
C 3.722834 -8.027669 2.372347 1.885 0.334 -1.092
C 5.169853 -7.594132 1.873578 -2.040 -1.215 2.244
C 5.649265 -8.538455 0.846642 2.364 -1.034 -0.913
O 6.052590 -9.798338 1.469194 -1.403 0.906 -1.290
C 7.348034 -9.836550 1.936967 0.915 -0.394 0.194
N 5.110054 -6.221809 1.523931 0.032 2.719 0.602
H 3.812474 -9.107644 2.490541 -0.527 0.054 0.406
H 3.072074 -7.809480 1.499061 -0.118 0.017 0.873
H 3.505838 -7.475303 3.308790 -0.308 -0.492 -0.651
H 5.858297 -7.864896 2.672227 0.121 0.665 0.735
H 6.548768 -8.105036 0.310282 -0.860 -0.379 0.402
H 4.943276 -8.851140 0.117470 -0.884 0.065 -0.743
H 7.328909 -9.630977 3.014423 0.614 -0.252 -0.083
H 8.004600 -9.145383 1.416727 0.045 0.639 0.051
H 7.806512 -10.802202 1.661772 -0.391 0.010 0.676
H 5.992001 -5.731079 1.751616 -0.567 -0.442 -0.443
H 4.395378 -5.690723 2.103990 1.082 -1.137 -0.971
C 4.045710 -5.072132 -4.500842 -1.004 -1.091 0.288
C 3.428605 -6.228772 -3.669131 0.238 0.558 -1.045
C 3.471834 -5.985958 -2.164982 1.798 0.004 0.020
O 2.822694 -4.765765 -1.931504 0.026 0.574 1.394
C 3.019663 -4.284600 -0.573784 -0.457 0.243 -1.577
N 2.019227 -6.299811 -4.095056 -0.178 -0.733 0.756
H 3.764724 -5.239765 -5.529180 0.138 -0.200 -0.494
H 5.098482 -5.119194 -4.410447 1.174 0.355 0.093
H 3.630610 -4.109933 -4.273917 -0.053 0.484 0.574
H 4.066735 -7.120676 -3.901443 -0.736 0.272 0.201
H 4.556790 -6.000084 -1.769248 -1.268 0.442 -0.741
H 3.032745 -6.800312 -1.596009 -0.599 -0.303 0.051
H 2.636520 -4.990705 0.125276 -0.506 -0.794 0.643
H 2.474077 -3.330181 -0.463691 0.486 -0.339 -0.167
H 4.075939 -4.212041 -0.388847 0.507 0.458 0.130
H 1.600575 -7.171282 -3.798528 -0.082 -0.129 0.224
H 1.844026 -6.256321 -5.087468 0.477 0.318 -0.233
C -1.414949 -6.252500 -0.243745 -0.923 -0.200 -1.420
C -1.669736 -4.819168 0.174376 -1.352 0.499 -0.539
C -2.203614 -4.721382 1.591395 0.636 -0.613 -0.050
O -1.226218 -5.434497 2.348147 -0.878 -0.127 1.522
C -1.432525 -5.340273 3.779568 -0.167 1.512 -0.640
N -0.403146 -4.127312 -0.054111 0.141 1.094 -0.736
H -0.992629 -6.191435 -1.294382 -0.192 -0.451 1.290
H -2.406276 -6.760197 -0.356456 0.927 0.041 0.341
H -0.763802 -6.750630 0.480586 -0.094 -0.103 -0.440
H -2.576365 -4.472366 -0.454328 1.893 0.181 0.351
H -3.199511 -5.191120 1.603640 0.161 -0.187 0.291
H -2.360674 -3.675955 1.918529 0.442 -0.237 0.047
H -0.583916 -5.715146 4.338730 0.107 -0.647 -0.250
H -2.396514 -5.761596 4.164336 0.729 0.239 -0.580
H -1.372147 -4.247275 3.966365 -0.553 -0.355 0.406
H 0.390296 -4.527529 0.422134 -0.196 -0.593 0.304
H -0.333856 -3.136299 0.148710 -0.681 0.200 0.244
C 1.971918 -3.710818 3.239270 -0.180 -3.509 -0.557
C 1.871655 -2.269415 3.561215 -0.793 0.296 0.042
C 3.147734 -1.549512 3.567964 2.173 1.990 -1.663
O 4.132018 -2.206308 4.311839 -0.371 -0.480 0.881
C 5.324831 -1.449923 4.419986 0.031 -1.260 -0.963
N 0.877834 -1.470585 2.823005 0.503 -0.213 2.136
H 1.026635 -4.208431 3.586963 0.596 0.371 -0.668
H 2.749207 -4.302906 3.813460 -0.481 1.132 -0.400
H 2.142531 -4.037374 2.159854 -0.314 0.882 1.080
H 1.666994 -2.263630 4.614947 -0.965 0.151 0.832
H 3.018459 -0.514177 3.911738 -0.011 -0.239 0.343
H 3.554905 -1.340538 2.543013 -0.277 -0.518 0.102
H 6.077704 -2.104412 4.901330 -0.446 0.593 -0.084
H 5.175060 -0.504800 4.914343 -0.022 0.371 0.391
H 5.612654 -1.284262 3.378310 0.605 0.427 0.028
H 1.107318 -1.358139 1.884840 0.637 0.272 -1.951
H -0.073455 -1.776642 2.861308 -0.362 -0.429 0.311
C 6.207195 -0.275059 -2.074908 0.360 -0.931 -1.134
C 4.798041 -0.477563 -1.606470 -1.280 0.737 -0.350
C 3.986001 0.765448 -1.933117 -0.193 1.763 0.703
O 4.450535 1.796897 -1.047217 0.421 -0.164 0.670
C 3.928035 3.114721 -1.101901 0.753 -0.648 -1.230
N 4.160849 -1.551622 -2.378412 1.632 -0.779 0.027
H 6.898659 0.208570 -1.429766 0.208 0.367 1.019
H 6.213204 0.323038 -2.970633 -0.051 0.247 -0.616
H 6.627427 -1.241424 -2.351854 0.185 -0.141 0.111
H 4.847207 -0.616281 -0.514893 -0.622 -0.407 -0.294
H 2.895187 0.624813 -1.745370 0.718 -0.051 -0.445
H 4.219168 1.084742 -2.987250 -0.542 -0.420 0.606
H 4.141054 3.607974 -0.159205 -0.066 -0.040 0.204
H 2.866121 3.080060 -1.300525 -0.421 0.263 -0.007
H 4.467758 3.666745 -1.903483 -0.502 -0.041 0.286
H 3.164303 -1.661148 -2.404505 -0.285 0.402 0.323
H 4.552283 -1.559584 -3.315778 -0.262 -0.160 0.157
C -5.009039 6.986171 2.604314 1.381 0.978 0.003
C -3.895170 5.996925 2.882140 -0.655 0.641 2.414
C -4.561774 4.639079 3.027109 0.469 0.784 -0.790
O -5.445918 4.609783 4.094038 -0.716 -1.749 0.842
C -5.693927 3.217641 4.458646 1.329 0.375 1.275
N -3.037121 5.948411 1.770191 0.989 -0.025 -1.603
H -5.763516 6.442382 2.132965 -1.450 -0.547 -1.190
H -4.607660 7.758785 1.928148 -0.492 0.065 0.364
H -5.456348 7.407821 3.483053 0.028 0.358 0.493
H -3.374495 6.291844 3.851622 -0.471 -0.461 -0.850
H -3.767927 3.916273 3.112181 0.205 -0.815 0.070
H -5.115130 4.533848 2.079096 0.224 -0.546 -0.014
H -6.157393 2.596406 3.668029 0.157 0.555 0.156
H -6.306415 3.198452 5.386463 0.151 0.199 -0.815
H -4.684890 2.769341 4.758400 -1.249 0.336 -0.572
H -2.893024 6.849502 1.350032 -0.150 0.358 -0.117
H -2.111888 5.603073 1.943255 0.429 -0.565 0.326
C -0.512885 1.672541 6.674590 -0.452 -0.920 -0.046
C -0.104971 0.914163 5.377969 -1.827 -1.150 1.123
C -0.913141 1.550095 4.216265 0.303 -1.341 -0.250
O -2.322532 1.585098 4.495437 0.629 -1.297 -0.441
C -2.918492 0.310995 4.044425 1.461 1.438 1.199
N 1.317977 0.851925 5.290702 0.543 -0.206 -0.330
H -0.228495 2.736458 6.568944 0.014 -0.449 0.321
H 0.002870 1.157440 7.523110 -0.393 0.790 -0.527
H -1.629676 1.614615 6.809358 1.155 0.148 -0.032
H -0.384138 -0.166836 5.505827 -0.301 0.828 -0.126
H -0.752598 1.021971 3.246499 0.117 0.327 0.611
H -0.507662 2.540842 4.132290 -0.218 0.912 -0.240
H -2.944519 0.393956 2.967627 -0.587 -0.457 -0.340
H -3.831351 0.289282 4.606393 -0.883 -0.222 -0.420
H -2.328485 -0.572314 4.365775 -0.052 0.507 -0.230
H 1.657410 0.105427 4.687856 -0.580 0.292 0.092
H 1.645359 1.698509 4.889320 0.818 0.968 -0.277
C 6.845311 4.273343 1.939949 1.377 -0.266 -0.654
C 5.647123 3.985125 2.766793 -1.087 -0.821 1.562
C 5.434164 2.438443 2.984037 -0.853 0.333 -1.279
O 4.116018 2.060756 3.382524 -0.507 -0.345 -0.377
C 3.267457 1.810542 2.224183 1.873 0.604 0.399
N 5.656526 4.656500 4.101065 -1.140 -0.401 -0.003
H 7.874962 4.115479 2.389158 -1.342 0.005 -0.256
H 6.734780 5.313383 1.671893 0.502 0.457 -0.298
H 6.757204 3.676643 1.005079 0.299 0.376 0.505
H 4.808701 4.395904 2.181167 -0.118 -0.417 0.056
H 6.142907 2.084986 3.720394 0.141 -0.049 0.276
H 5.518015 1.866127 2.031763 1.018 0.674 0.340
H 2.864600 2.736161 1.925217 -1.090 1.320 -0.278
H 2.504301 1.101178 2.424180 -0.612 -0.617 0.451
H 3.847854 1.534302 1.336210 0.100 -0.573 0.257
H 6.228664 5.477189 4.202950 0.296 0.135 -0.476
H 4.700888 4.930091 4.396728 0.934 -0.476 -0.319